25
Properties=species:S:1:pos:R:3:forces:R:3:lowdin_charge:R:1 method="wB97M-V/def2-TZVPD" gap_ev=10.235 fmax_ev_per_a=1.7 smiles=C[C@@H](N)CNCO.O.O lumo_energy_ev=0.70 multiplicity=1
C -2.169892 -0.806073 -1.532243 0.6 0.1 -0.2 -0.0635
C -1.236195 -0.007014 -0.591879 -1.5 0.3 -0.7 -0.4392
N -0.997294 -0.604316 0.730355 0.9 -0.1 -0.7 0.0510
C -0.044840 0.491407 -1.397663 0.8 0.4 0.5 -0.1715
N 0.824677 1.458432 -0.669672 -0.1 -0.9 0.9 -0.0221
C 2.052964 0.931223 -0.169867 0.4 0.1 -1.0 -0.2810
O 2.014810 -0.277803 0.592564 -0.4 0.4 0.8 -0.0892
H -2.239353 -0.111643 -2.374268 -1.1 -0.2 0.0 0.0739
H -1.801989 -1.716767 -2.008508 0.7 -0.1 0.5 0.0757
H -3.104810 -1.111479 -1.045142 0.0 0.6 -0.3 0.0796
H -1.842902 0.882457 -0.406106 0.0 0.3 0.1 0.1191
H -1.623316 -1.402517 0.790353 0.1 0.1 0.4 0.0860
H -0.071964 -1.023993 0.684100 -0.5 -0.4 0.0 0.0193
H -0.332811 1.063989 -2.278463 -0.7 -0.4 -0.1 0.1140
H 0.506198 -0.381432 -1.764022 0.4 0.2 0.2 0.1278
H 0.326210 1.906049 0.104245 -0.1 0.0 -0.5 0.1031
H 2.699024 0.677762 -0.988323 0.2 -0.4 -0.7 0.1160
H 2.604379 1.711773 0.322274 -0.1 0.4 0.8 0.1167
H 1.350326 -0.167231 1.291946 0.4 0.2 0.1 0.0866
O -1.188837 1.942615 2.466193 0.1 -0.1 -0.4 -0.0808
H -0.843644 1.212015 1.925112 -0.2 -0.2 0.3 -0.0234
H -2.123550 1.914832 2.232282 0.0 0.1 0.2 0.0320
O 1.035273 -2.670060 0.060151 1.3 0.1 0.3 -0.0887
H 1.686364 -1.968307 0.318584 -0.8 -0.2 -0.5 0.0160
H 1.631318 -3.428212 0.049784 -0.4 -0.4 -0.1 0.0426